i | Density functional theory data (ωB97M-V/def2-TZVPD) for an isolated molecule of C7H10.

```
17
Properties=species:S:1:pos:R:3:nbo_charge:R:1
C -1.47385 1.88342 0.78920 -0.651
C -0.36358 1.06027 0.23250 0.036
C 0.83615 0.41309 0.89765 -0.407
C 1.13823 -0.20731 -0.51736 -0.277
C 1.00392 -1.70639 -0.59101 -0.169
C -0.15653 -2.34799 -0.70790 -0.409
C -0.06753 0.58080 -0.97818 -0.204
H -1.90844 1.39687 1.66985 0.221
H -1.12721 2.87310 1.10802 0.222
H -2.26848 2.01819 0.04900 0.221
H 0.60960 -0.32349 1.67606 0.207
H 1.60218 1.10443 1.27050 0.204
H 2.10425 0.11229 -0.92989 0.206
H 1.92535 -2.28279 -0.51179 0.198
H -0.21879 -3.43297 -0.72288 0.199
H -1.09556 -1.80304 -0.77915 0.197
H -0.53971 0.66151 -1.95460 0.205
```

The SMILES is C=C[C@H]1C=C(C)C1. Its LUMO energy is 1.109 eV. The net charge is 0.


ii | Density functional theory data (ωB97M-V/def2-TZVPD) for an isolated molecule of C7H10.

```
17
Properties=species:S:1:pos:R:3:nbo_charge:R:1
C -1.23445 1.01107 0.66803 -0.609
C -1.22705 -0.39976 0.12603 -0.214
C -1.11132 -0.68773 -1.34316 -0.416
C 0.00788 -1.07640 -0.41061 -0.217
C 1.37038 -0.39934 -0.54566 -0.492
C 1.86860 0.32400 0.63529 0.021
C 2.32291 0.95309 1.55706 -0.273
H -2.23800 1.44502 0.59046 0.210
H -0.93572 1.02554 1.72147 0.218
H -0.54119 1.66288 0.12682 0.210
H -1.88881 -1.07550 0.66584 0.211
H -1.73105 -1.46035 -1.79042 0.216
H -0.92032 0.16351 -1.99397 0.206
H 0.07547 -2.13540 -0.17238 0.216
H 1.36009 0.29696 -1.39273 0.233
H 2.10452 -1.16884 -0.81310 0.243
H 2.71808 1.52123 2.37102 0.238
```

The SMILES is C#CC[C@@H]1C[C@@H]1C. Its LUMO energy is 1.124 eV. The net charge is 0.


iii | Density functional theory data (ωB97M-V/def2-TZVPD) for an isolated molecule of C7H10.

```
17
Properties=species:S:1:pos:R:3:nbo_charge:R:1
C 0.21882 -1.07600 1.56938 -0.407
C 0.80460 -1.44357 0.23202 -0.417
C 0.25287 -0.07170 0.46279 -0.084
C 0.94051 1.28909 0.48513 -0.591
C -0.31865 1.99092 -0.00855 0.220
C -1.07278 0.35036 -1.72051 -0.589
C -0.93915 0.60961 -0.21163 -0.388
H 0.90889 -0.92635 2.39600 0.213
H -0.73656 -1.51086 1.85446 0.214
H 1.88200 -1.56917 0.16191 0.216
H 0.23316 -2.11511 -0.40594 0.214
H 1.29103 1.69150 1.44513 0.252
H 1.76053 1.43412 -0.23508 0.259
H -0.16768 0.65490 -2.26114 0.209
H -1.21976 -0.71949 -1.90658 0.216
H -1.91985 0.90309 -2.13710 0.225
H -1.91799 0.50866 0.27970 0.238
```

Its LUMO energy is 0.026 eV. The net charge is 0.


Most stable structure - i; separation to the second - 63.5 kJ/mol.


i | Density functional theory data (ωB97M-V/def2-TZVPD) for an isolated molecule of C4H8N2.

```
14
Properties=species:S:1:pos:R:3:nbo_charge:R:1
C -0.77817 0.87368 0.47015 0.468
C 0.17032 -0.25534 0.87116 -0.524
C 1.32311 -0.37495 -0.17198 -0.164
C 1.72503 -1.54008 -0.84514 -0.400
H -2.15947 1.23880 -1.07271 0.400
H -1.71679 -0.58583 -0.95060 0.413
H -1.50182 2.66055 0.85501 0.331
H -0.59267 -1.09145 1.04020 0.221
H 0.47159 0.06545 1.87614 0.253
H 1.71816 0.59462 -0.41920 0.210
H 2.50378 -1.56819 -1.57752 0.202
H 1.27086 -2.55263 -0.64222 0.195
N -1.75634 0.46436 -0.49313 -0.878
N -0.67760 2.07101 1.05984 -0.726
```

The SMILES is [H]/N=C(\N)CC=C. Its LUMO energy is 0.874 eV. The net charge is 0.


ii | Density functional theory data (ωB97M-V/def2-TZVPD) for an isolated molecule of C4H8N2.

```
14
Properties=species:S:1:pos:R:3:nbo_charge:R:1
C -1.32352 1.11349 0.35670 -0.651
C 0.93837 0.20458 -0.07536 0.432
C -0.66830 -0.08963 -0.12808 0.006
N 1.73954 -0.83432 0.31661 -0.837
C -1.14262 -1.28073 -0.43659 -0.421
N 1.34734 1.32799 -0.50151 -0.738
H 1.34528 -1.67772 0.69144 0.397
H 2.74260 -0.74637 0.26073 0.389
H 2.36263 1.41100 -0.56985 0.333
H -0.99330 1.98904 -0.19546 0.257
H -1.20725 1.25396 1.42855 0.229
H -2.44139 0.87306 0.09779 0.199
H -2.20429 -1.44951 -0.52226 0.204
H -0.49508 -2.09486 -0.72271 0.202
```

The SMILES is [H]/N=C(\N)C(=C)C. Its LUMO energy is 0.944 eV. The net charge is 0.


iii | Density functional theory data (ωB97M-V/def2-TZVPD) for a cluster of 2 separate species, C4H8N2 in total.

```
14
Properties=species:S:1:pos:R:3:nbo_charge:R:1
C 2.02918 0.07318 0.22808 -0.618
C 0.62344 0.64894 0.30974 -0.229
N -0.33675 -0.20316 -0.38506 -0.454
C -1.35008 0.20407 -1.05882 0.129
C -2.79009 -0.73699 0.78427 -0.135
N -2.19588 -1.73000 1.00297 -0.734
H 2.37606 0.01990 -0.80823 0.216
H 2.06454 -0.93175 0.66089 0.223
H 2.71911 0.70604 0.79311 0.230
H 0.27556 0.70874 1.34814 0.233
H 0.56915 1.64960 -0.13037 0.204
H -0.48636 -1.14438 0.01237 0.474
H -2.06385 -0.51780 -1.42710 0.257
H -1.43402 1.25360 -1.33000 0.204
```

Its LUMO energy (spin up / spin down) is -0.541 / -0.541 eV. The net charge is 0.


iv | Density functional theory data (ωB97M-V/def2-TZVPD) for an isolated molecule of C4H8N2.

```
14
Properties=species:S:1:pos:R:3:nbo_charge:R:1
C 1.03789 0.60752 -0.93511 -0.253
C -0.23235 0.83418 0.96530 -0.254
C -0.87469 -0.57787 1.03170 -0.175
C 0.61289 -0.98202 -0.75151 -0.247
H 1.13859 0.80756 -2.07917 0.197
H 2.00529 1.03315 -0.69092 0.194
H -0.86798 1.18902 -0.73024 0.347
H 0.76931 0.98708 1.46900 0.197
H -1.09431 1.61298 1.08890 0.227
H -1.54898 -1.03988 1.81290 0.203
H -1.16601 -2.00628 -0.06521 0.422
H 0.99725 -1.59172 -1.42099 0.177
N -0.05643 1.27637 -0.22949 -0.619
N -0.44293 -1.31677 0.05141 -0.417
```

Its LUMO energy is 0.963 eV. The net charge is 0.


Most stable structure - ii; separation to the second - 75.4 kJ/mol.


i | Density functional theory data (ωB97M-V/def2-TZVPD) for an isolated molecule of C4H8N2.

```
14
Properties=species:S:1:pos:R:3:nbo_charge:R:1
C 1.88409 0.98043 0.06233 -0.673
C 0.70925 0.04832 0.00737 0.497
N 1.03017 -1.26857 -0.18635 -0.807
C -1.51448 -0.06481 0.27872 -0.017
C -2.77811 0.00323 -0.12049 -0.512
N -0.44597 0.57279 -0.26756 -0.539
H 0.28574 -1.92965 -0.32961 0.406
H 1.98622 -1.55739 -0.29723 0.402
H -1.13392 -0.63474 1.20392 0.151
H 2.67883 0.71718 -0.63632 0.210
H 2.32024 1.01898 1.05864 0.228
H 1.60854 1.99569 -0.21148 0.249
H -3.11793 0.87076 -0.66257 0.202
H -3.51269 -0.75222 0.10063 0.202
```

The SMILES is C=C/N=C(/C)N. Its LUMO energy is 0.748 eV. The net charge is 0.


ii | Density functional theory data (ωB97M-V/def2-TZVPD) for an isolated molecule of C4H8N2.

```
14
Properties=species:S:1:pos:R:3:nbo_charge:R:1
C -0.31523 0.94171 0.70608 -0.390
C -0.34703 0.45171 -1.04030 -0.203
C -0.43270 -1.01943 -1.37472 -0.634
N 1.19571 0.25947 0.32750 -0.353
N 1.12449 -0.17847 2.71248 -0.788
C 0.87153 0.18681 1.55271 0.448
H 1.85084 -0.89758 2.69748 0.368
H -1.25098 0.48875 1.02623 0.251
H -0.31753 2.02804 0.65858 0.227
H -1.32861 0.91637 -1.15928 0.185
H 0.32914 0.99794 -1.69183 0.222
H -0.95253 -1.57889 -0.59374 0.215
H 0.55870 -1.45186 -1.50970 0.227
H -0.98582 -1.14458 -2.31149 0.224
```

Its LUMO energy is 0.369 eV. The net charge is 0.


Most stable structure - i; separation to the second - 330.3 kJ/mol.


i | Density functional theory data (ωB97M-V/def2-TZVPD) for a structure of composition C4H8N2.

```
14
Properties=species:S:1:pos:R:3:nbo_charge:R:1
C -0.73563 1.18851 -1.40029 -0.277
C -0.36409 0.02386 -0.62427 -0.283
N 0.82371 0.04000 0.01297 -0.522
C 1.10489 -1.04565 0.93073 -0.339
C -0.07447 -1.63810 1.61151 0.263
N -1.04286 -2.06163 2.08272 -0.339
H -1.74688 1.29753 -1.79365 0.221
H 0.04267 1.78722 -1.86827 0.221
H -0.26114 2.16423 0.27905 -0.052
H -1.22413 -0.53165 -0.22087 0.219
H -0.24628 -0.35830 -1.74081 0.342
H 0.29467 1.67708 0.60226 0.079
H 1.79149 -0.67505 1.70161 0.242
H 1.63805 -1.86804 0.42732 0.225
```

Its LUMO energy (spin up / spin down) is -0.321 / -0.323 eV. The net charge is 0.


ii | Density functional theory data (ωB97M-V/def2-TZVPD) for an isolated molecule of C4H8N2.

```
14
Properties=species:S:1:pos:R:3:nbo_charge:R:1
C -1.63975 -0.37209 -0.02711 -0.703
C -0.94253 0.85896 -0.05972 0.060
C 1.42243 0.07055 0.71321 -0.242
C 1.44289 -0.49460 -0.56605 -0.292
H -2.26821 -0.56920 -0.86902 0.251
H -1.04558 -1.30357 0.14313 0.210
H -2.34760 -0.41182 0.71351 0.240
H -1.76789 1.67861 -0.03716 0.176
H 0.45957 -0.27821 1.34495 0.177
H 2.27308 0.34407 1.40206 0.209
H 0.69032 -1.18640 -1.06281 0.206
H 2.33814 -0.85135 -1.09751 0.207
N 0.11967 1.57637 -0.26061 -0.207
N 1.26547 0.93870 -0.33689 -0.293
```

The SMILES is C/C=N\N1CC1. Its LUMO energy is 0.931 eV. The net charge is 0.


iii | Density functional theory data (ωB97M-V/def2-TZVPD) for an isolated molecule of C4H8N2.

```
14
Properties=species:S:1:pos:R:3:nbo_charge:R:1
C -0.72298 -0.95527 -0.14352 -0.282
C -0.02730 0.32662 -0.24021 0.179
N -2.09298 -0.34247 -0.02803 -0.850
C 2.42701 -0.19755 0.11966 -0.071
C -0.14759 1.57341 0.17465 -0.437
N 1.47040 -0.15721 -0.68525 -0.432
H -2.75227 -0.97816 0.41020 0.358
H -2.46497 -0.02192 -0.91637 0.364
H -0.47168 -1.48484 0.77990 0.218
H -0.58486 -1.56076 -1.04667 0.208
H 3.43851 -0.41047 -0.22726 0.168
H 2.32511 -0.00327 1.20585 0.137
H -1.10506 1.98193 0.44689 0.226
H 0.70867 2.22998 0.15016 0.213
```

The SMILES is C=NC(=C)CN. Its LUMO energy is 1.039 eV. The net charge is 0.


Most stable structure - iii; separation to the second - 243.0 kJ/mol.